Molecular formula: C69H122BaF9IN12O39
Method: DFT, the ωB97M-V functional and the def2-TZVPD basis

Geometry as XYZ:
```
253
C69H122BaF9IN12O39 (the ωB97M-V functional and the def2-TZVPD basis)
Ba -2.887 -3.072 -1.857
I -3.939 -1.313 -4.840
F 2.969 -4.366 -1.299
F -0.104 0.505 -5.694
F -6.159 8.413 -0.830
F 3.611 4.580 -6.177
F 3.223 4.480 -3.215
F 5.221 -0.071 -2.534
F -2.743 -4.622 4.364
F -4.359 3.063 -3.511
F 1.471 4.823 3.290
O 6.144 -3.851 -2.644
O -6.013 5.899 -2.331
O 5.212 -2.076 -1.629
O -1.997 5.141 0.717
O -1.119 -4.786 -0.789
O 6.301 4.470 -2.309
O 3.445 -6.313 -0.318
O -2.848 -0.465 5.005
O -0.127 -3.394 3.720
O -5.585 3.400 0.681
O 0.547 4.359 -5.320
O -3.495 6.460 -5.348
O 4.337 3.955 -1.418
O -5.040 -1.650 -1.140
O 7.382 -2.003 -1.998
O -6.565 2.422 -1.107
O -7.297 6.464 -0.702
O 5.223 1.128 -8.284
O -0.271 2.426 -4.502
O 0.999 -3.849 5.718
O 6.865 -1.626 7.196
O 0.218 5.790 0.469
O 1.954 -7.797 0.537
O -4.183 -3.885 0.462
O 4.636 1.427 -6.078
O -4.502 2.861 -1.263
O -1.209 -3.546 5.657
O -1.671 -1.708 -9.682
O 6.080 2.660 -0.814
O -8.214 5.397 -2.375
O 4.120 2.946 -7.557
O -1.273 -1.498 0.118
O 1.870 -7.085 -1.535
O 1.503 0.018 5.293
O 4.571 2.932 5.148
O -0.678 -2.712 -3.490
O 5.330 -1.746 3.577
O -0.339 4.284 1.979
O -0.797 2.837 -6.542
N -0.122 0.712 6.657
N -3.728 1.431 4.062
N -5.928 -0.602 0.619
N 4.235 -3.534 2.566
N 5.291 2.020 3.213
N 5.097 -0.473 8.105
N -2.423 -3.476 -8.369
N -5.329 -4.760 2.235
N -0.218 -0.588 -0.264
N 1.471 -2.216 -4.128
N -1.183 -6.325 0.951
N -2.027 6.377 -3.548
C -1.657 5.545 -2.387
C -4.975 1.479 4.701
C -3.398 2.675 3.428
C -1.400 -2.826 3.437
C 4.125 2.483 -5.331
C -7.080 -0.120 1.396
C -0.026 -3.620 5.047
C -1.778 2.029 -6.098
C 7.117 -0.710 -1.286
C 4.088 5.003 -2.260
C 1.023 -0.675 0.489
C -1.358 -3.476 -7.404
C 6.651 2.617 3.211
C -0.192 3.342 -5.406
C 0.381 1.528 -1.472
C 2.609 -6.399 -2.499
C 3.251 -4.619 2.796
C 5.616 -0.758 -1.435
C -1.288 1.765 0.250
C -6.177 -3.652 2.581
C -0.818 5.107 0.991
C 0.371 -2.069 -3.264
C 5.622 3.639 -1.412
C 3.512 -5.570 -1.573
C 5.538 -0.392 9.509
C -4.819 2.277 -2.561
C -0.787 0.776 -0.750
C 5.421 5.378 -2.897
C 1.432 5.522 1.068
C -7.264 5.923 -1.864
C -0.966 1.352 -5.112
C 4.375 -2.546 3.590
C -2.737 0.584 4.362
C -1.003 7.295 -4.034
C 5.236 -3.782 1.499
C 1.064 4.451 2.053
C -2.520 -2.563 -9.363
C 0.622 -0.251 6.076
C -2.226 -3.433 4.648
C -5.151 6.475 -1.353
C -1.934 0.667 -1.831
C 2.361 -7.093 -0.380
C 4.753 1.826 -7.392
C 5.072 1.114 2.108
C -3.507 -4.214 -7.842
C -0.909 -5.131 0.406
C 1.568 -2.162 0.658
C 4.474 2.146 4.258
C 2.115 0.058 -0.333
C -0.848 0.338 7.931
C 6.260 -2.745 -2.137
C -3.089 6.020 -4.260
C -4.402 -4.790 1.237
C -1.656 -7.470 0.120
C 1.544 -3.168 -5.269
C 5.740 -1.089 7.076
C 3.384 3.266 -6.376
C -5.997 -1.261 -0.534
C -6.312 2.337 -2.509
C -5.555 2.952 -0.454
C -0.807 -6.685 2.337
C -4.648 -0.345 1.247
C 1.697 1.523 -0.730
C 0.123 2.176 6.374
C 1.208 -0.143 1.952
C 2.608 -1.220 -4.189
C 3.811 0.086 7.769
C -6.102 7.129 -0.412
C -5.629 -5.967 2.878
H -6.096 -2.867 1.830
H -7.215 -3.926 2.770
H 5.457 5.074 -3.943
H 4.878 -0.911 10.205
H 4.094 0.644 2.211
H 4.955 1.663 1.173
H 0.976 2.642 6.866
H -5.812 7.129 0.638
H -6.924 0.938 1.606
H 3.630 1.442 4.192
H 2.975 -0.231 8.393
H 7.538 0.165 -1.781
H 3.926 1.168 7.837
H -4.520 7.240 -1.804
H 2.482 1.962 -1.346
H 3.532 -1.738 -3.930
H 0.273 -1.243 6.401
H -3.026 -2.801 5.035
H -1.817 0.837 7.894
H -1.052 -0.718 8.110
H -3.894 -5.766 1.283
H 2.580 -3.478 -5.402
H -0.477 -4.427 1.134
H -2.623 -7.761 0.531
H 2.577 -0.569 -5.062
H 1.508 2.161 0.134
H 0.222 -0.285 2.396
H -4.443 -4.125 -8.392
H -3.764 -3.937 -6.819
H -1.623 6.119 -1.461
H -1.411 -1.745 3.579
H 6.549 -0.789 9.596
H -3.815 -0.753 0.676
H -0.287 0.603 8.827
H -5.886 -3.353 3.588
H -2.837 0.428 -1.269
H -5.101 0.689 5.442
H 0.131 2.319 5.293
H -0.873 8.133 -3.348
H 2.455 -0.495 -3.390
H -6.606 -6.353 2.589
H 5.871 0.396 1.924
H -2.118 1.443 0.880
H 2.374 -4.259 3.334
H 2.500 -0.443 -1.221
H -2.346 4.705 -2.294
H 3.061 -7.257 -2.998
H -7.128 -0.637 2.354
H 3.555 5.838 -1.804
H 7.458 -0.655 -0.252
H -8.009 -0.265 0.843
H 2.575 -2.307 1.048
H 5.571 6.456 -2.832
H -3.648 5.266 -3.685
H -0.495 -5.786 2.868
H 3.723 -5.480 3.270
H 7.210 2.098 3.989
H -1.525 0.803 -4.353
H 3.535 -2.623 4.298
H 1.326 -2.556 -6.145
H -1.780 -0.159 -2.524
H 6.726 3.676 3.460
H 7.153 2.331 2.286
H 2.317 3.056 -6.451
H 0.887 -2.679 1.334
H -3.231 -5.267 -7.785
H 5.276 -0.991 6.082
H -2.033 1.379 -6.935
H -1.458 7.757 -4.911
H 2.152 5.151 0.339
H -2.660 2.581 -5.772
H 1.521 0.879 2.164
H -6.718 1.415 -2.925
H 4.989 3.032 -4.956
H -1.646 2.670 -0.242
H -5.820 1.620 4.028
H 1.921 -5.850 -3.142
H -1.562 -3.228 -6.363
H -0.537 2.134 0.948
H 3.449 2.159 -4.541
H -0.469 -2.925 -7.711
H -2.133 1.654 -2.248
H 0.128 -7.224 2.180
H -4.949 -6.784 2.642
H -3.548 -2.639 -9.750
H -1.757 0.790 3.904
H -0.984 -4.496 -7.309
H 4.822 -3.692 0.494
H -0.968 -8.298 -0.050
H -0.734 2.757 6.714
H -4.092 2.754 2.592
H -4.389 1.282 -2.679
H -0.647 5.136 -2.419
H 5.270 -0.213 -0.557
H -1.575 -7.226 2.889
H -1.873 -3.084 2.490
H -1.924 -6.972 -0.812
H 0.188 2.556 -1.781
H -5.088 2.305 5.403
H 2.780 -5.007 1.893
H 5.628 -4.796 1.584
H -6.641 3.236 -3.030
H -4.678 -0.808 2.234
H 0.487 -1.419 -2.383
H 3.411 -0.244 6.810
H -3.455 3.605 3.993
H -4.568 0.723 1.454
H 4.515 -5.517 -1.995
H 1.487 -2.696 -0.288
H -0.008 6.910 -4.256
H 3.024 0.086 0.269
H 1.981 -0.659 2.521
H -2.498 2.603 2.817
H 2.005 6.400 1.368
H 6.144 -3.182 1.448
H -7.024 -1.389 -0.911
H -4.582 5.653 -0.918
H 1.561 3.521 1.779
H 0.826 -3.980 -5.383
H -5.622 -5.962 3.968
H 0.541 0.891 -2.342
H 5.632 0.653 9.806
```

LUMO level, eV: -0.554
Largest force on an atom, eV Å⁻¹: 6.14
Gap between HOMO and LUMO, Eh: 0.2122
Charge: 0